(1)
{
  "formula": "C3H13N2O3",
  "method": "wB97M-V/def2-TZVPD",
  "symbols": ["C", "C", "C", "N", "O", "N", "H", "H", "H", "H", "H", "H", "H", "H", "H", "H", "H", "O", "H", "H", "O"],
  "coordinates": [[-0.51, 0.23, 1.68], [0.54, -0.41, 0.74], [0.04, -1.64, 0.09], [0.83, -2.59, -0.65], [-1.19, -1.49, -0.58], [-0.99, 1.54, 1.29], [-1.41, -0.41, 1.63], [-0.11, 0.25, 2.70], [-0.26, -2.15, 1.03], [1.43, -0.72, 1.34], [1.75, -2.32, -0.96], [0.29, -2.81, -1.49], [-0.53, 2.35, 1.66], [-1.16, -0.72, -1.18], [-1.99, 1.69, 1.36], [0.30, 1.13, -1.72], [-0.49, 2.07, -2.36], [-0.59, 1.14, -2.10], [2.51, 2.43, 0.28], [1.35, 1.40, 0.13], [1.63, 2.29, -0.10]],
  "total_charge": 1,
  "relative_energy_kcal_mol": 151.0,
  "total_energy_ev": -12433.126
}

---

(2)
{
  "formula": "C20H38BaCl3N2O4Si",
  "method": "wB97M-V/def2-TZVPD",
  "symbols": ["C", "C", "H", "H", "H", "C", "C", "H", "H", "H", "H", "Ba", "Cl", "Cl", "C", "O", "N", "C", "C", "H", "H", "H", "H", "H", "H", "H", "H", "H", "C", "C", "N", "H", "C", "O", "H", "H", "H", "H", "O", "C", "C", "C", "H", "C", "H", "C", "H", "C", "C", "H", "H", "H", "Si", "Cl", "C", "C", "C", "H", "H", "H", "H", "H", "H", "H", "H", "H", "O", "H", "H"],
  "coordinates": [[1.49, -0.77, -2.46], [1.05, 0.66, -2.41], [1.21, -1.26, -3.40], [1.03, -1.33, -1.63], [2.57, -0.88, -2.35], [0.58, 1.35, -3.46], [0.39, 0.84, -4.86], [0.29, 2.40, -3.33], [0.61, -0.23, -4.97], [1.01, 1.39, -5.60], [-0.66, 1.00, -5.17], [0.08, -0.57, 1.76], [2.81, 0.61, 2.08], [0.14, -3.17, 0.38], [0.32, 2.94, 2.41], [-0.52, 2.03, 2.51], [0.10, 4.24, 2.69], [-1.22, 4.65, 3.15], [1.15, 5.26, 2.63], [1.35, 2.70, 2.08], [-1.85, 3.76, 3.23], [-1.66, 5.36, 2.44], [-1.13, 5.14, 4.12], [2.07, 4.80, 2.25], [1.32, 5.68, 3.63], [0.84, 6.07, 1.95], [-1.54, -0.98, -2.08], [-2.42, 1.35, -2.66], [-2.36, -1.10, -1.36], [-3.26, 1.10, -1.99], [-2.83, 0.20, -0.94], [-1.99, -1.70, -0.52], [-2.91, 0.56, 0.36], [-2.70, -0.20, 1.31], [-3.64, 2.02, -1.53], [-3.17, 1.63, 0.48], [-3.17, -1.65, -1.86], [-4.05, 0.64, -2.59], [0.06, 0.81, -0.29], [1.07, 1.29, -1.02], [-0.14, 3.55, -0.86], [1.06, 2.84, -1.01], [-1.06, 2.98, -0.72], [-0.14, 4.95, -0.85], [2.02, 0.98, -0.55], [2.26, 3.54, -1.10], [-1.08, 5.49, -0.73], [1.07, 5.64, -1.01], [2.28, 4.94, -1.12], [3.19, 2.96, -1.16], [1.08, 6.73, -1.02], [3.23, 5.47, -1.22], [0.39, -7.39, 0.62], [0.62, -7.34, -1.41], [-1.44, -7.10, 0.96], [1.50, -6.07, 1.34], [0.94, -9.08, 1.24], [-1.74, -6.13, 0.54], [-1.65, -7.09, 2.03], [-2.04, -7.89, 0.49], [0.34, -9.88, 0.78], [0.84, -9.15, 2.33], [2.00, -9.25, 0.98], [1.18, -5.11, 0.90], [2.56, -6.23, 1.08], [1.41, -5.98, 2.43], [-0.07, -1.00, 4.48], [0.37, -0.26, 4.96], [0.55, -1.75, 4.64]],
  "total_charge": -1,
  "total_energy_ev": -78674.901
}

---

Please write out number 1 again, unchanged.
{
  "formula": "C3H13N2O3",
  "method": "wB97M-V/def2-TZVPD",
  "symbols": ["C", "C", "C", "N", "O", "N", "H", "H", "H", "H", "H", "H", "H", "H", "H", "H", "H", "O", "H", "H", "O"],
  "coordinates": [[-0.51, 0.23, 1.68], [0.54, -0.41, 0.74], [0.04, -1.64, 0.09], [0.83, -2.59, -0.65], [-1.19, -1.49, -0.58], [-0.99, 1.54, 1.29], [-1.41, -0.41, 1.63], [-0.11, 0.25, 2.70], [-0.26, -2.15, 1.03], [1.43, -0.72, 1.34], [1.75, -2.32, -0.96], [0.29, -2.81, -1.49], [-0.53, 2.35, 1.66], [-1.16, -0.72, -1.18], [-1.99, 1.69, 1.36], [0.30, 1.13, -1.72], [-0.49, 2.07, -2.36], [-0.59, 1.14, -2.10], [2.51, 2.43, 0.28], [1.35, 1.40, 0.13], [1.63, 2.29, -0.10]],
  "total_charge": 1,
  "relative_energy_kcal_mol": 151.0,
  "total_energy_ev": -12433.126
}